Below is a structure of composition C4H5NO2 in a non-equilibrium geometry, with properties calculated with ωB97M-V/def2-TZVPD.

The geometry in ORCA input format:
```
! RIJCOSX wB97M-V def2-TZVPD def2/J DEFGRID3
* xyz 0 1
C -0.50 1.41 -0.27
C 1.46 -0.84 -0.10
C -0.96 -0.01 -0.39
C 0.03 -0.96 0.35
N 0.66 1.77 0.03
O 2.41 -1.56 -0.16
O 1.69 0.98 0.09
H -1.27 2.11 -0.31
H -1.71 -0.06 0.35
H -1.48 -0.28 -1.29
H -0.38 -1.96 0.29
H 0.06 -0.61 1.40
*
```

Computed properties:
E: -360.52853 a.u.
HOMO-LUMO gap: 8.984 eV
Lowest unoccupied orbital energy: 0.070 eV
Relative energy (zero: lowest compared OMol25 entry of this formula, charge and spin): 369.9 kJ/mol

Atomic partial charges in e from the Löwdin method, atoms 1 to 5:
1. C -0.178
2. C -0.156
3. C -0.148
4. C -0.102
5. N -0.057


Below is an isolated molecule of C3H5N3S in a non-equilibrium geometry, with properties calculated with ωB97M-V/def2-TZVPD.

The geometry in ORCA input format:
```
! RIJCOSX wB97M-V def2-TZVPD def2/J DEFGRID3
* xyz 0 1
H -2.62 -0.23 1.21
N -1.69 -0.36 1.63
C -0.78 -0.22 0.77
N 0.58 -0.34 0.98
C 1.36 0.09 -0.16
C 0.31 0.22 -1.24
S 0.56 0.55 -2.83
N -0.88 0.03 -0.63
H 0.94 -0.21 1.90
H 1.84 1.05 -0.03
H 2.12 -0.66 -0.47
H -1.74 0.07 -1.13
*
```

Computed properties:
SMILES: [H]/N=C1/NCC(=S)N1
E: -679.78521 a.u.
HOMO-LUMO gap: 9.185 eV
Lowest unoccupied orbital energy: 0.352 eV
Relative energy (zero: lowest compared OMol25 entry of this formula, charge and spin): 0.0 kJ/mol

Atomic partial charges in e from the Löwdin method, atoms 1 to 5:
1. H 0.052
2. N 0.125
3. C -0.476
4. N 0.055
5. C -0.171


Below is an isolated molecule of C4H8O3, with properties calculated with ωB97M-V/def2-TZVPD.

The geometry in ORCA input format:
```
! RIJCOSX wB97M-V def2-TZVPD def2/J DEFGRID3
* xyz 0 1
O 0.86 1.85 0.21
C 0.66 0.65 0.35
C 0.33 0.11 1.73
O 0.31 1.13 2.68
C 0.67 -0.29 -0.83
C -0.70 -0.33 -1.53
O -1.43 -1.41 -0.98
H -0.64 -0.40 1.66
H 1.08 -0.66 1.98
H 0.54 1.94 2.20
H 1.44 0.05 -1.52
H 0.90 -1.32 -0.52
H -1.23 0.63 -1.37
H -0.55 -0.45 -2.61
H -2.26 -1.48 -1.46
*
```

Computed properties:
SMILES: O=C(CO)CCO
E: -382.91426 a.u.
HOMO-LUMO gap: 10.881 eV
Lowest unoccupied orbital energy: 0.671 eV
Relative energy (zero: lowest compared OMol25 entry of this formula, charge and spin): 132.7 kJ/mol

Atomic partial charges in e from the Löwdin method, atoms 1 to 5:
1. O 0.088
2. C -0.371
3. C -0.202
4. O -0.044
5. C -0.096


Below is a cluster of 2 separate species, C6H12O in total in a non-equilibrium geometry, with properties calculated with ωB97M-V/def2-TZVPD.

The geometry in ORCA input format:
```
! RIJCOSX wB97M-V def2-TZVPD def2/J DEFGRID3
* xyz 0 1
C -0.76 0.03 -2.63
C -0.51 0.39 -1.38
C 0.21 -0.52 -0.46
C 0.87 -0.11 0.62
C 1.13 1.33 0.97
C 1.66 -1.11 1.42
H -0.44 -0.96 -2.93
H -1.30 0.63 -3.35
H -0.93 1.28 -0.94
H 0.13 -1.57 -0.74
H 2.08 1.71 0.59
H 1.12 1.39 2.05
H 0.32 1.94 0.61
H 1.26 -1.14 2.44
H 2.68 -0.79 1.55
H 1.58 -2.12 1.01
O -3.14 0.14 0.65
H -2.66 -0.68 0.81
H -3.32 0.16 -0.30
*
```

Computed properties:
SMILES: C=CC=C(C)C.O
E: -311.00778 a.u.
HOMO-LUMO gap: 9.482 eV
Lowest unoccupied orbital energy: 0.885 eV
Relative energy (zero: lowest compared OMol25 entry of this formula, charge and spin): 135.2 kJ/mol

Atomic partial charges in e from the Löwdin method, atoms 1 to 5:
1. C 0.001
2. C -0.198
3. C -0.111
4. C -0.340
5. C -0.048


Below is a structure of composition C8H12F3IO7V in a non-equilibrium geometry, with properties calculated with ωB97M-V/def2-TZVPD.

The geometry in ORCA input format:
```
! RIJCOSX wB97M-V def2-TZVPD def2/J DEFGRID3
* xyz -1 1
O 1.89 -0.04 1.06
V 3.09 0.14 0.04
O 3.64 1.62 0.05
I 4.93 -1.45 1.35
C 2.22 -0.46 -2.62
O 1.82 0.69 -1.88
O 3.38 -0.79 -2.01
C 1.01 -1.48 -2.76
F 1.39 -2.73 -3.10
F 0.31 -1.62 -1.58
F 0.06 -1.03 -3.62
C 0.98 1.63 -2.53
C 0.40 2.59 -1.47
H -0.18 2.15 -0.66
H 1.13 3.24 -0.98
H -0.20 3.33 -2.00
H 0.21 1.21 -3.17
H 1.48 2.33 -3.22
H 2.30 -0.13 -3.66
C -3.28 -0.66 3.81
C -2.46 -0.11 2.63
C -1.06 -0.75 2.55
O -1.07 -1.37 1.26
C -2.23 -1.20 0.62
O -2.54 -1.63 -0.44
O -3.15 -0.69 1.50
H -2.75 -0.44 4.75
H -3.38 -1.74 3.71
H -4.25 -0.17 3.78
H -2.54 0.97 2.68
H -0.89 -1.42 3.38
H -0.28 0.01 2.54
*
```

Computed properties:
E: -2380.16881 a.u.
HOMO-LUMO gap: 8.051 eV
Lowest unoccupied orbital energy: 2.682 eV
Relative energy (zero: lowest compared OMol25 entry of this formula, charge and spin): 0.0 kJ/mol

Atomic partial charges in e from the Löwdin method, atoms 1 to 5:
1. O -0.434
2. V 0.514
3. O -0.406
4. I 0.033
5. C -0.441


Below is a cluster of 7 separate species, C24H66N4O11 in total in a non-equilibrium geometry, with properties calculated with ωB97M-V/def2-TZVPD.

The geometry in ORCA input format:
```
! RIJCOSX wB97M-V def2-TZVPD def2/J DEFGRID3
* xyz 0 1
C -0.52 1.89 -3.93
O 0.80 1.69 -4.37
C 1.00 0.39 -4.88
C 2.41 0.22 -5.38
C 3.43 0.15 -4.25
N 2.84 1.14 -6.45
H -1.18 2.01 -4.81
H -0.53 2.81 -3.37
H -0.86 1.02 -3.37
H 0.79 -0.35 -4.08
H 0.27 0.18 -5.68
H 2.41 -0.77 -5.86
H 3.37 -0.76 -3.66
H 3.25 1.00 -3.59
H 4.46 0.17 -4.61
H 2.05 1.28 -7.08
H 3.02 2.06 -6.04
C -3.81 -2.79 -3.29
O -4.18 -1.83 -2.32
C -3.46 -0.62 -2.43
C -3.74 0.23 -1.21
C -3.35 1.68 -1.40
N -3.08 -0.36 -0.04
H -2.75 -3.06 -3.22
H -3.98 -2.41 -4.31
H -4.42 -3.67 -3.12
H -2.38 -0.79 -2.51
H -3.77 -0.08 -3.34
H -4.84 0.21 -1.08
H -3.57 2.23 -0.48
H -3.92 2.13 -2.21
H -2.29 1.82 -1.62
H -3.43 -1.31 0.07
H -3.47 0.06 0.81
C -0.07 -3.79 1.88
O -1.41 -4.18 2.01
C -2.24 -3.44 1.15
C -3.66 -3.90 1.38
C -3.81 -5.38 1.01
N -4.58 -3.03 0.61
H 0.24 -3.80 0.82
H 0.56 -4.48 2.45
H 0.09 -2.78 2.27
H -2.11 -2.37 1.35
H -1.95 -3.65 0.11
H -3.89 -3.85 2.45
H -3.21 -6.03 1.65
H -3.50 -5.57 -0.03
H -4.85 -5.69 1.03
H -5.54 -3.31 0.79
H -4.45 -3.23 -0.38
C 2.04 1.22 6.37
O 1.72 2.10 5.31
C 2.00 1.60 4.01
C 0.72 1.26 3.29
N 0.15 0.00 3.80
C -1.00 -0.48 3.02
C -2.10 0.54 2.81
O -2.26 1.28 4.00
C -3.45 2.01 4.05
H 1.33 0.39 6.43
H 2.04 1.80 7.29
H 3.04 0.77 6.23
H 2.65 0.73 4.10
H 2.56 2.37 3.47
H 0.94 1.14 2.22
H 0.05 2.11 3.44
H -0.24 0.22 4.71
H -1.40 -1.34 3.55
H -0.66 -0.81 2.03
H -3.04 0.01 2.62
H -1.91 1.20 1.95
H -3.43 2.91 3.42
H -3.63 2.31 5.08
H -4.31 1.41 3.73
O 2.99 4.01 -1.77
C 4.13 4.33 -0.99
C 4.84 5.44 -1.70
O 5.31 4.97 -2.96
H 2.63 3.18 -1.44
H 3.82 4.56 0.04
H 4.81 3.47 -0.93
H 5.69 5.80 -1.11
H 4.15 6.27 -1.89
H 4.53 4.59 -3.37
O 3.76 0.19 1.58
C 4.03 -1.19 1.70
C 2.75 -1.99 1.73
O 2.07 -2.05 2.95
H 4.49 0.69 1.96
H 4.62 -1.58 0.86
H 4.67 -1.41 2.56
H 2.99 -3.02 1.47
H 2.10 -1.59 0.93
H 1.84 -1.17 3.31
O 2.44 1.60 -0.48
C 1.65 0.68 -1.21
C 0.36 0.40 -0.50
O -0.30 -0.67 -1.12
H 2.85 1.09 0.25
H 1.45 1.04 -2.22
H 2.19 -0.26 -1.33
H -0.26 1.30 -0.39
H 0.60 0.16 0.56
H -1.22 -0.66 -0.81
*
```

Computed properties:
SMILES: COC[C@H](C)N.COC[C@H](C)N.COC[C@H](C)N.COCCNCCOC.OCCO.OCCO.OCCO
E: -2000.55426 a.u.
HOMO-LUMO gap: 9.669 eV
Lowest unoccupied orbital energy: 0.394 eV
Relative energy (zero: lowest compared OMol25 entry of this formula, charge and spin): 0.0 kJ/mol

Atomic partial charges in e from the Löwdin method, atoms 1 to 5:
1. C -0.107
2. O -0.201
3. C -0.232
4. C -0.439
5. C -0.059


Below is a structure of composition C25H31GeNOOsSSb, with properties calculated with ωB97M-V/def2-TZVPD.

The geometry in ORCA input format:
```
! RIJCOSX wB97M-V def2-TZVPD def2/J DEFGRID3
* xyz 1 1
Os 0.11 0.67 0.42
N -0.56 -3.23 1.76
C -0.27 -2.12 1.10
O -0.32 -1.01 1.68
C 0.16 -2.16 -0.33
C -0.22 -0.83 -0.98
H -0.82 -3.17 2.73
H -0.53 -4.12 1.31
H -0.25 -3.04 -0.84
H 1.25 -2.27 -0.31
H -1.28 -0.83 -1.24
H 0.34 -0.70 -1.90
S -2.37 1.17 0.41
Sb -2.35 3.03 -0.94
C -0.80 2.96 -2.36
C 0.34 3.74 -2.20
C 1.39 3.60 -3.10
C 1.29 2.70 -4.15
C 0.14 1.93 -4.31
C -0.91 2.06 -3.41
C -2.12 4.81 0.14
C -1.81 6.00 -0.52
C -1.69 7.17 0.21
C -1.88 7.16 1.59
C -2.20 5.97 2.24
C -2.32 4.79 1.51
C -4.15 3.07 -2.01
C -4.46 4.18 -2.80
C -5.65 4.19 -3.52
C -6.51 3.10 -3.45
C -6.19 2.00 -2.67
C -5.01 1.98 -1.95
H 0.42 4.43 -1.37
H 2.28 4.20 -2.98
H 2.11 2.60 -4.85
H 0.07 1.23 -5.13
H -1.80 1.45 -3.54
H -1.64 6.02 -1.59
H -1.44 8.10 -0.29
H -1.79 8.07 2.15
H -2.35 5.96 3.31
H -2.56 3.86 2.02
H -3.80 5.03 -2.85
H -5.90 5.05 -4.13
H -7.43 3.11 -4.02
H -6.87 1.16 -2.62
H -4.76 1.12 -1.33
C 3.25 3.74 0.10
Ge 2.43 2.21 0.98
C 0.89 2.83 2.06
C 3.70 1.29 2.13
C 1.73 0.87 -0.34
H 3.73 4.37 0.85
H 2.52 4.33 -0.44
H 4.02 3.40 -0.60
H 1.30 3.22 2.99
H 0.18 2.04 2.38
H 0.33 3.62 1.56
H 4.12 1.98 2.87
H 4.53 0.88 1.54
H 3.21 0.47 2.65
H 2.34 0.49 -1.16
*
```

Computed properties:
E: -3906.95608 a.u.
HOMO-LUMO gap (alpha / beta): 7.194 / 7.275 eV
Lowest unoccupied orbital energy (alpha / beta): -3.030 / -3.099 eV
Relative energy (zero: lowest compared OMol25 entry of this formula, charge and spin): 101.3 kJ/mol

Atomic partial charges in e from the Löwdin method, atoms 1 to 5:
1. Os 0.973
2. N 0.218
3. C -0.500
4. O -0.135
5. C -0.168


Below is a cluster of 2 separate species, C4H7BO2 in total in a non-equilibrium geometry, with properties calculated with ωB97M-V/def2-TZVPD.

The geometry in ORCA input format:
```
! RIJCOSX wB97M-V def2-TZVPD def2/J DEFGRID3
* xyz 0 1
B -0.12 -0.41 -1.42
C 1.95 0.19 1.12
C -2.24 0.80 0.51
C 0.59 0.25 1.16
C -0.22 -0.15 0.13
O -0.74 0.36 -2.35
O 0.83 -1.32 -1.77
H 2.54 0.19 2.03
H 2.63 0.33 0.28
H -2.30 1.14 1.46
H -3.14 0.65 -0.04
H 0.19 0.06 2.19
H -0.49 -0.04 -3.23
H 0.97 -1.51 -2.76
*
```

Computed properties:
E: -331.78473 a.u.
HOMO-LUMO gap (alpha / beta): 7.962 / 8.265 eV
Lowest unoccupied orbital energy (alpha / beta): -0.491 / 0.210 eV
Relative energy (zero: lowest compared OMol25 entry of this formula, charge and spin): 578.0 kJ/mol

Atomic partial charges in e from the Löwdin method, atoms 1 to 5:
1. B -0.743
2. C 0.031
3. C 0.167
4. C -0.246
5. C 0.104


Below is an isolated molecule of C5H12N2 in a non-equilibrium geometry, with properties calculated with ωB97M-V/def2-TZVPD.

The geometry in ORCA input format:
```
! RIJCOSX wB97M-V def2-TZVPD def2/J DEFGRID3
* xyz 0 1
C -0.79 0.16 -3.16
C -0.34 0.73 -2.06
C -1.14 0.87 -0.79
C -0.61 -0.12 0.27
N 0.82 0.06 0.50
C 1.21 -0.01 1.91
N 0.72 -1.20 2.60
H -0.19 0.06 -4.05
H -1.82 -0.19 -3.19
H 0.67 1.10 -2.02
H -2.17 0.64 -1.02
H -0.94 1.86 -0.39
H -0.85 -1.13 -0.06
H -1.13 -0.01 1.21
H 1.35 -0.65 0.00
H 0.80 0.88 2.38
H 2.30 0.06 1.94
H 1.25 -2.02 2.33
H 0.87 -1.10 3.60
*
```

Computed properties:
SMILES: C=CCCNCN
E: -307.18145 a.u.
HOMO-LUMO gap: 10.048 eV
Lowest unoccupied orbital energy: 1.065 eV
Relative energy (zero: lowest compared OMol25 entry of this formula, charge and spin): 125.7 kJ/mol

Atomic partial charges in e from the Löwdin method, atoms 1 to 5:
1. C -0.009
2. C -0.215
3. C -0.197
4. C -0.247
5. N -0.072


Below is a structure of composition C39H54BF13N7O2PS in a non-equilibrium geometry, with properties calculated with ωB97M-V/def2-TZVPD.

The geometry in ORCA input format:
```
! RIJCOSX wB97M-V def2-TZVPD def2/J DEFGRID3
* xyz 0 1
C -0.09 -1.35 3.45
C 0.53 -2.19 2.35
O -0.42 -2.70 1.41
B -0.51 -1.96 0.24
O -0.08 -2.49 -0.94
C -1.15 -0.51 0.31
C -0.46 0.67 0.06
C 0.98 0.62 -0.37
C 1.96 1.21 0.67
C 3.36 0.68 0.38
F 3.45 -0.62 0.79
F 3.62 0.76 -0.94
C 4.43 1.45 1.19
F 4.17 1.15 2.48
F 4.26 2.78 1.07
C 5.91 1.05 0.87
F 5.96 0.06 -0.04
F 6.42 0.51 2.00
C 6.90 2.21 0.54
F 8.07 1.61 0.23
F 7.09 2.89 1.68
C 6.61 3.28 -0.57
F 7.81 3.62 -1.08
F 6.09 4.39 -0.03
C 5.70 2.90 -1.79
F 4.43 3.14 -1.53
F 6.05 3.69 -2.81
F 5.88 1.64 -2.17
C -1.16 1.94 0.22
P -0.50 3.66 -0.01
C 0.78 3.66 -1.34
C 0.38 4.05 1.58
C 1.27 5.29 1.40
C -2.48 1.97 0.60
C -3.19 0.78 0.88
N -4.46 0.64 1.29
S -4.69 -0.94 1.46
N -3.27 -1.52 1.02
C -2.51 -0.44 0.72
H -0.75 -0.58 3.06
H 0.70 -0.83 3.99
H -0.68 -1.95 4.13
H 1.06 -3.02 2.81
H 1.29 -1.59 1.84
H 0.70 -3.04 -0.76
H 1.30 -0.41 -0.54
H 1.10 1.10 -1.33
H 2.02 2.28 0.57
H 1.62 0.88 1.65
H 1.80 3.47 -1.03
H 0.76 4.65 -1.78
H 0.51 2.98 -2.14
H -0.42 4.31 2.27
H 0.89 3.21 2.02
H 2.33 5.07 1.44
H 1.06 5.78 0.45
H 1.03 6.02 2.16
H -3.00 2.91 0.71
C -10.24 -1.19 -1.30
C -8.85 -0.62 -1.58
C -7.71 -1.50 -1.07
C -7.76 -1.68 0.38
N -7.75 -1.82 1.52
H -10.42 -1.29 -0.23
H -11.01 -0.54 -1.71
H -10.35 -2.18 -1.74
H -8.77 0.37 -1.13
H -8.73 -0.49 -2.66
H -6.75 -1.04 -1.32
H -7.74 -2.49 -1.54
C 6.49 3.21 -6.81
C 5.84 2.06 -6.05
C 6.39 0.69 -6.44
C 6.15 0.42 -7.86
N 5.97 0.22 -8.97
H 6.30 3.13 -7.88
H 6.10 4.17 -6.48
H 7.58 3.22 -6.66
H 4.76 2.09 -6.21
H 6.00 2.21 -4.98
H 5.90 -0.10 -5.86
H 7.46 0.64 -6.25
C -5.05 1.10 7.22
C -5.38 1.20 5.74
C -4.16 0.95 4.84
C -3.10 1.93 5.09
N -2.28 2.70 5.28
H -4.32 1.85 7.52
H -5.94 1.26 7.83
H -4.65 0.12 7.47
H -5.79 2.19 5.52
H -6.15 0.47 5.49
H -4.45 1.01 3.79
H -3.76 -0.05 5.02
C 7.14 -1.27 -2.75
C 8.60 -1.71 -2.68
C 8.90 -2.91 -3.59
C 8.10 -4.07 -3.22
N 7.46 -4.97 -2.93
H 6.47 -2.06 -2.41
H 6.98 -0.41 -2.11
H 6.86 -1.00 -3.77
H 8.85 -1.97 -1.65
H 9.24 -0.88 -2.96
H 9.96 -3.18 -3.53
H 8.69 -2.65 -4.63
C -10.03 -7.02 2.79
C -9.00 -6.86 1.67
C -8.45 -5.43 1.58
C -9.51 -4.47 1.30
N -10.37 -3.75 1.09
H -10.90 -6.39 2.62
H -10.37 -8.06 2.84
H -9.60 -6.76 3.75
H -9.46 -7.13 0.72
H -8.17 -7.54 1.84
H -7.71 -5.36 0.78
H -7.96 -5.15 2.51
*
```

Computed properties:
E: -4114.96696 a.u.
HOMO-LUMO gap: 7.707 eV
Lowest unoccupied orbital energy: -0.739 eV

Atomic partial charges in e from the Löwdin method, atoms 1 to 5:
1. C -0.052
2. C -0.220
3. O 0.064
4. B -0.612
5. O 0.200


Below is a structure of composition C13H17BrN2Sr in a non-equilibrium geometry, with properties calculated with ωB97M-V/def2-TZVPD.

The geometry in ORCA input format:
```
! RIJCOSX wB97M-V def2-TZVPD def2/J DEFGRID3
* xyz 0 1
C -4.59 0.12 1.12
C -4.55 1.43 0.36
H -4.85 -0.74 0.47
H -5.40 0.16 1.87
H -3.67 -0.13 1.71
H -3.67 1.57 -0.28
H -5.44 1.49 -0.28
H -4.64 2.28 1.04
C 0.85 -2.99 0.84
C 1.85 -3.97 0.69
C 2.97 -3.67 -0.12
C 3.09 -2.39 -0.67
H 0.01 -3.10 1.52
H 1.75 -4.92 1.21
H 3.74 -4.42 -0.31
H 3.98 -2.10 -1.23
N 0.88 -1.82 0.16
C 2.04 -1.47 -0.48
C 2.18 -0.06 -0.93
N 1.16 0.78 -0.64
C 1.32 2.11 -0.88
C 3.43 1.72 -2.00
C 2.42 2.59 -1.61
H 0.56 2.75 -0.49
H 2.45 3.64 -1.88
C 3.33 0.39 -1.61
H 4.10 -0.34 -1.85
H 4.27 2.02 -2.60
Sr -1.45 -0.27 0.17
C -1.51 2.48 0.90
H -1.92 3.21 0.17
H -0.55 2.86 1.30
H -2.22 2.41 1.75
Br -1.91 -1.61 2.58
*
```

Computed properties:
E: -3219.82200 a.u.
HOMO-LUMO gap: 5.685 eV
Lowest unoccupied orbital energy: -0.692 eV

Atomic partial charges in e from the Löwdin method, atoms 1 to 5:
1. C -0.233
2. C -0.206
3. H 0.066
4. H 0.081
5. H -0.094


Below is a cluster of 2 separate species, C5H13NO2 in total in a non-equilibrium geometry, with properties calculated with ωB97M-V/def2-TZVPD.

The geometry in ORCA input format:
```
! RIJCOSX wB97M-V def2-TZVPD def2/J DEFGRID3
* xyz 0 1
C -0.33 2.57 0.06
C 0.94 1.77 0.36
C 1.37 0.76 -0.74
N 0.45 -0.46 -0.63
C 0.32 -1.18 0.48
C 1.18 -1.09 1.69
O -0.51 -2.09 0.39
H -0.44 2.44 -1.05
H -1.21 1.88 0.43
H -0.39 3.50 0.53
H 1.88 2.46 0.24
H 1.00 1.34 1.44
H 1.25 1.32 -1.72
H 2.35 0.45 -0.51
H -0.38 -0.44 -1.23
H 1.34 -0.16 2.27
H 2.17 -1.71 1.53
H 0.51 -1.71 2.45
O -2.83 -0.53 -1.48
H -2.27 -0.77 -0.66
H -3.18 -1.43 -1.64
*
```

Computed properties:
SMILES: CCCNC(C)=O.O
E: -403.49714 a.u.
HOMO-LUMO gap: 10.352 eV
Lowest unoccupied orbital energy: 0.840 eV
Relative energy (zero: lowest compared OMol25 entry of this formula, charge and spin): 208.6 kJ/mol

Atomic partial charges in e from the Löwdin method, atoms 1 to 5:
1. C -0.102
2. C -0.287
3. C -0.149
4. N 0.069
5. C -0.593